The following is a quantum chemistry calculation of a cluster of 2 separate species, C5H6Br2Cl2 in total, from the OMol25 dataset.

Last columns: bonded neighbours and bond lengths (Å).
CARTESIAN COORDINATES (ANGSTROEM)
1 C -0.05 -0.26 -1.13  C2 1.553, C3 1.523, C4 1.544, Cl6 1.835
2 C 0.37 1.23 -1.17  C1 1.553, C3 1.343, Cl7 1.694
3 C -0.87 0.96 -0.75  C1 1.523, C2 1.343, Br9 1.912
4 C -0.68 -1.10 -2.26  C1 1.544, H10 1.102, H11 1.098, H12 1.115
5 C 0.90 0.32 2.86  Br8 1.926, H13 1.080, H14 1.049, H15 1.078
6 Cl 0.57 -1.49 0.09  C1 1.835
7 Cl 1.50 2.37 -1.73  C2 1.694
8 Br -0.60 -0.85 3.16  C5 1.926
9 Br -2.34 1.61 0.30  C3 1.912
10 H -1.59 -1.60 -1.90  C4 1.102
11 H 0.01 -1.94 -2.45  C4 1.098
12 H -0.76 -0.64 -3.27  C4 1.115
13 H 0.59 1.26 2.42  C5 1.080
14 H 1.45 -0.14 2.09  C5 1.049
15 H 1.52 0.28 3.74  C5 1.078

Values from the calculation:
- Orbital gap: 9.77 eV
- HOMO energy: -9.67 eV
- Relative energy (zero: lowest compared OMol25 entry of this formula, charge and spin): 1.394 eV
- Energy: -170409.002 eV
- LUMO energy: 0.10 eV
- SMILES string: C[C@@]1(Cl)C(Cl)=C1Br.CBr
- Spin multiplicity: 1